No. 1
DFT (ωB97M-V/def2-TZVPD) results for a cluster of 2 separate species, C8H19ClN2Si in total at a distorted geometry.

LUMO level (alpha / beta) = -0.0224 / 0.0121 hartree
Molecular weight = 206.79 u
HOMO level (alpha / beta) = -8.34 / -7.19 eV
Relative energy (zero: lowest compared OMol25 entry of this formula, charge and spin) = 4.929 eV

```
! RIJCOSX wB97M-V def2-TZVPD def2/J DEFGRID3
* xyz 0 1
C 1.37102 0.24771 0.95618
C 2.44760 0.47832 0.30948
C 1.65202 2.86930 -0.40909
C 4.84588 -0.26702 0.47623
C -4.41638 -0.51879 1.74256
C -4.92912 -1.78149 -0.35387
C 2.78752 1.88856 -0.12474
C 3.40516 -0.67284 -0.01563
N -2.97871 0.12457 -1.87118
N -4.28452 -0.61542 0.27159
Si -3.58505 0.80842 -0.44621
Cl -2.09120 1.64191 0.81954
H 0.85077 -0.65768 1.20109
H 1.14590 2.66409 -1.47365
H 0.74916 2.89285 0.34138
H 1.95889 4.02916 -0.50069
H 5.16806 0.52036 -0.17614
H 4.70195 0.10075 1.45616
H 5.47632 -1.28291 0.43495
H -5.40306 -0.63769 2.14160
H -3.95223 -1.39511 2.21521
H -3.70612 0.34905 1.89539
H -4.50952 -1.95842 -1.33508
H -4.89842 -2.68496 0.31557
H -6.11258 -1.64574 -0.39938
H 3.23440 2.39430 0.67387
H 3.48387 1.98634 -1.04830
H 3.54377 -0.74178 -1.09435
H 3.10290 -1.72519 0.34942
H -2.82459 0.76739 -2.55368
H -3.72724 -0.47656 -2.26635
*
```

Electronic structure analysis, Mulliken charges in units of e: -0.80 0.61 -0.95 -1.06 -0.85 -0.76 -0.31 -0.54 -0.45 0.28 -0.09 -0.24 0.33 0.24 0.16 0.30 0.28 0.34 0.31 0.34 0.33 0.15 0.25 0.29 0.24 0.26 0.23 0.28 0.34 0.25 0.25

No. 2
DFT (ωB97M-V/def2-TZVPD) results for a cluster of 7 separate species, C24H64B3F12N4O8 in total at a distorted geometry.

LUMO level = -0.1098 hartree
Molecular weight = 797.21 u
HOMO level = -10.79 eV
Relative energy (zero: lowest compared OMol25 entry of this formula, charge and spin) = 3.157 eV

```
! RIJCOSX wB97M-V def2-TZVPD def2/J DEFGRID3
* xyz 1 1
C -0.16145 2.38713 -8.77976
O -0.39881 3.23971 -7.66303
C -0.92841 4.52249 -7.95658
C -2.22926 4.83446 -7.12283
N -2.05167 4.55629 -5.62485
H -1.41458 5.13733 -5.09892
H -2.91916 4.81537 -5.17715
C -2.01637 3.08190 -5.22287
C -3.00934 2.86566 -4.06256
O -2.43501 3.65370 -2.98108
C -2.74117 3.07936 -1.65278
H 0.18692 1.37914 -8.55459
H 0.72026 2.74610 -9.31063
H -1.02845 2.24966 -9.42590
H -1.28844 4.57974 -8.98381
H -0.18475 5.31645 -7.88802
H -3.12106 4.25254 -7.35555
H -2.48352 5.89132 -7.20343
H -1.02098 2.83277 -4.85515
H -2.28995 2.39939 -6.02750
H -3.05814 1.78800 -3.90646
H -3.93930 3.32884 -4.39231
H -2.48289 3.89488 -0.97726
H -2.14480 2.21014 -1.37547
H -3.79728 2.82748 -1.55639
C 1.31387 -2.35071 7.87782
O 1.64980 -2.36415 6.50106
C 2.10644 -1.19227 5.93543
C 2.67888 -1.54278 4.51524
N 1.69010 -2.45825 3.75149
H 1.51399 -3.31154 4.26235
H 0.74363 -2.11674 3.66396
C 2.18351 -2.87902 2.38329
C 3.36978 -3.91607 2.48839
O 3.01144 -4.96002 3.38397
C 2.45038 -6.07195 2.67833
H 0.29752 -2.67317 8.10395
H 1.24481 -1.28889 8.11421
H 2.15364 -2.79561 8.41163
H 2.76937 -0.70128 6.64786
H 1.28453 -0.48219 6.02677
H 3.50490 -2.13155 4.91416
H 2.89486 -0.68735 3.87519
H 2.44561 -2.08311 1.68621
H 1.29572 -3.31862 1.92866
H 4.21928 -3.33127 2.84119
H 3.75438 -4.31868 1.55133
H 3.21726 -6.64685 2.15920
H 1.78175 -5.63589 1.93611
H 1.92004 -6.77796 3.31738
C 0.05004 0.93189 -3.07830
O 0.98645 1.98830 -2.81302
C 2.39305 1.73218 -2.98379
C 2.94097 0.98387 -1.85601
N 2.48586 1.63562 -0.52368
H 1.47716 1.66420 -0.56614
H 2.52191 0.94559 0.21297
C 3.25223 2.90831 -0.03811
C 2.61799 3.45640 1.22165
O 1.25705 3.57376 0.88882
C 0.38404 3.64114 2.08777
H -0.11113 0.72573 -4.13643
H -0.82097 1.14893 -2.45997
H 0.43735 -0.01440 -2.70064
H 2.90961 2.65599 -3.24425
H 2.52059 1.16959 -3.90863
H 3.99960 0.97793 -1.59648
H 2.51852 -0.01896 -1.79310
H 3.09421 3.54973 -0.90512
H 4.32762 2.79539 0.09926
H 3.08692 4.42070 1.41747
H 2.76902 2.79974 2.07844
H 0.19684 2.77560 2.72330
H -0.61946 4.04112 1.94255
H 0.74378 4.36557 2.81844
C -4.38739 0.77731 3.45434
O -4.27875 -0.55526 2.99751
C -4.92895 -0.78225 1.81078
C -4.20781 -0.58972 0.41586
N -2.89893 -1.39400 0.47768
H -2.24008 -1.24797 -0.27378
H -2.34363 -1.11503 1.27386
C -3.09076 -2.96060 0.59525
C -1.91485 -3.69884 0.15760
O -1.47898 -3.18309 -1.08422
C -0.21065 -3.70724 -1.53865
H -4.40849 1.54954 2.68537
H -3.43277 0.96236 3.94683
H -5.11817 0.91051 4.25204
H -5.85883 -0.21355 1.81204
H -5.05380 -1.85805 1.93394
H -3.91361 0.45399 0.30535
H -4.91112 -0.99106 -0.31378
H -3.96972 -3.19937 -0.00352
H -3.38669 -3.11069 1.63351
H -2.16230 -4.76038 0.16013
H -1.13945 -3.51103 0.90028
H 0.53170 -3.89180 -0.76215
H 0.08077 -2.93117 -2.24638
H -0.38771 -4.68457 -1.98761
B 4.86635 -0.30877 1.25287
F 4.40890 -1.27320 0.33683
F 5.30631 -0.99929 2.31254
F 5.88865 0.48497 0.77775
F 3.84561 0.48766 1.52684
B -1.25767 -3.96672 4.18228
F -0.51343 -4.95377 3.68955
F -0.65682 -3.43100 5.27689
F -1.24196 -3.09753 3.10490
F -2.50262 -4.51053 4.56793
B 0.47313 -0.27863 0.78870
F 1.09831 0.50884 1.68797
F -0.25807 0.46901 -0.13247
F 1.28424 -0.92168 -0.13127
F -0.30725 -1.16510 1.46883
*
```

Atom charges from the Mulliken analysis, given in e for atoms 1 to 99: -0.82 -0.26 -0.48 -0.66 -0.07 0.41 0.40 -0.73 -0.69 -0.32 -0.61 0.28 0.33 0.35 0.41 0.38 0.34 0.42 0.42 0.27 0.46 0.47 0.32 0.06 0.37 -0.89 -0.24 -1.01 -0.12 0.28 0.66 0.17 1.70 -1.11 -0.42 -0.50 0.26 0.39 0.31 0.57 0.46 0.32 0.04 -0.92 -0.64 0.32 0.50 0.32 0.09 0.28 -0.25 -0.31 -1.01 -0.37 0.87 0.38 -0.61 -0.70 -0.52 -0.32 -0.87 0.43 -0.57 0.41 0.41 0.44 0.72 0.02 0.50 0.32 0.52 0.31 0.26 0.28 0.42 -0.81 -0.24 -0.86 -0.19 0.13 0.20 0.22 -1.13 0.87 -0.41 -0.54 0.36 0.27 0.29 0.52 0.44 0.07 0.50 0.52 0.44 0.54 -0.73 0.14 0.14

No. 3
DFT (ωB97M-V/def2-TZVPD) results for a structure of composition C25H41AuNO3Si3.

LUMO level = 0.1007 hartree
Molecular weight = 684.83 u
HOMO level = -4.89 eV
Relative energy (zero: lowest compared OMol25 entry of this formula, charge and spin) = 0.000 eV

```
! RIJCOSX wB97M-V def2-TZVPD def2/J DEFGRID3
* xyz -1 1
Au 1.14791 0.22625 -0.86475
C -0.99649 -3.09575 -1.92365
O -0.70839 -1.73875 -1.81765
Si -1.66629 -0.45585 -2.22725
C -2.23199 -0.59825 -4.05515
C -3.35339 -0.65125 -1.33645
C -0.58059 1.01385 -1.77925
Si 0.31211 1.76625 -3.28275
C -0.81839 2.68445 -4.55175
C 1.30401 0.45985 -4.27145
C 1.56871 3.11995 -2.78735
Si -1.41089 2.23695 -0.60055
C -0.24219 3.55785 0.14545
C -2.21069 1.43045 0.94325
C -2.81939 3.21785 -1.47915
H -1.19429 -3.38375 -2.96085
H -1.86799 -3.36165 -1.31465
H -0.12789 -3.65095 -1.56685
H -2.83439 -1.48815 -4.21995
H -1.39159 -0.63775 -4.73655
H -2.83619 0.25865 -4.33075
H -3.93309 -1.46475 -1.76895
H -3.94439 0.25395 -1.42265
H -3.22509 -0.86325 -0.28185
H -1.56809 2.02835 -4.98005
H -0.23609 3.10575 -5.36925
H -1.33949 3.50395 -4.06645
H 0.69231 -0.40285 -4.50085
H 2.14041 0.10395 -3.68275
H 1.69111 0.85355 -5.20665
H 1.05191 3.99425 -2.41355
H 2.17721 3.42945 -3.62855
H 2.22961 2.76585 -2.00785
H 0.68881 3.10715 0.47015
H -0.68769 4.04675 1.00705
H -0.00189 4.32965 -0.57665
H -1.71919 0.49155 1.16655
H -3.26699 1.23535 0.79745
H -2.11619 2.05785 1.82505
H -2.40709 3.90535 -2.21065
H -3.41779 3.80255 -0.78595
H -3.48399 2.54305 -2.00885
C -2.17659 -0.96845 4.22095
C -0.89559 -0.21455 3.98615
C -0.73229 1.04555 4.54675
C 0.41251 1.78545 4.30465
C 1.44311 1.22585 3.58095
C 1.31861 -0.05545 3.04425
N 2.40921 -0.54075 2.33045
C 2.86731 -1.82995 2.27135
C 2.82421 -2.65945 3.39935
C 3.38511 -3.91735 3.37075
C 3.98351 -4.39165 2.21345
C 4.02381 -3.58545 1.09295
C 3.48711 -2.30725 1.09895
C 3.56131 -1.51285 -0.18975
O 4.07381 -2.02325 -1.17605
O 3.09301 -0.30965 -0.14465
C 0.11081 -0.75855 3.18605
C -0.11799 -2.02455 2.41225
H -2.76249 -0.49385 5.00555
H -1.97999 -1.99745 4.52045
H -2.77469 -0.98895 3.30825
H -1.52009 1.46095 5.15945
H 0.50391 2.78995 4.69625
H 2.36241 1.76395 3.40575
H 2.66501 -0.03765 1.47125
H 2.35691 -2.28895 4.30225
H 3.35931 -4.53485 4.25855
H 4.41481 -5.38245 2.19205
H 4.46691 -3.93905 0.17385
H 0.47631 -2.01415 1.50155
H -1.16469 -2.12405 2.13435
H 0.15971 -2.90875 2.98525
*
```

Electronic structure analysis, Mulliken charges in units of e: 0.16 -1.08 0.12 0.27 -1.36 -1.14 0.45 0.21 -1.18 -1.07 -1.10 0.36 -1.24 -0.69 -1.30 0.29 0.32 0.27 0.37 0.34 0.32 0.41 0.34 0.21 0.30 0.39 0.29 0.26 0.34 0.37 0.28 0.36 0.25 0.26 0.46 0.36 -0.30 0.53 0.49 0.28 0.42 0.32 -1.76 1.31 -0.88 -0.83 -0.83 -0.68 0.07 0.15 -0.60 -0.56 -0.57 -0.63 0.45 0.43 -0.76 -0.94 1.68 -1.81 0.45 0.31 0.28 0.34 0.39 0.51 0.60 0.48 0.39 0.38 0.49 0.26 0.53 0.42

- The lowest relative energy (zero: lowest compared OMol25 entry of this formula, charge and spin) belongs to which entry?
  C25H41AuNO3Si3

- The highest relative energy (zero: lowest compared OMol25 entry of this formula, charge and spin) belongs to which entry?
  C8H19ClN2Si

- The highest relative energy (zero: lowest compared OMol25 entry of this formula, charge and spin) belongs to which entry?
  C8H19ClN2Si